Arrangement 1

The following is a quantum chemistry calculation of C5H7N3 in the gas phase, from OMol25.

The geometry in XYZ format:
```
15
Properties=species:S:1:pos:R:3
C 1.095 -0.917 1.522
C 1.423 -0.798 0.136
C -0.133 -0.341 1.735
C 0.405 -0.141 -0.435
C -1.823 0.694 0.160
N 1.286 0.664 -2.633
N 0.250 0.312 -2.179
N -0.591 0.128 0.539
H 1.558 -1.432 2.259
H 2.308 -1.233 -0.360
H -0.765 -0.298 2.641
H -2.600 -0.113 0.240
H -2.069 1.556 0.850
H -1.773 1.161 -0.866
H 1.429 0.758 -3.610
```

Its gap between HOMO and LUMO is 9.25 eV. As for the LUMO energy: 0.9 eV. The total charge is 0.

Atomic partial charges in e from the Löwdin method, atoms 1 to 8: C -0.098; C -0.093; C -0.102; C -0.133; C -0.073; N 0.014; N 0.021; N -0.172

---

Arrangement 2

The following is a quantum chemistry calculation of C5H7N3 in the gas phase, from OMol25.

The geometry in XYZ format:
```
15
Properties=species:S:1:pos:R:3
C 1.015 -0.211 1.109
C 1.416 -0.448 -0.331
C -0.496 0.265 -1.792
C -1.609 0.049 0.716
C -0.163 0.611 0.679
H 1.608 0.354 1.833
H 0.645 -1.109 1.686
H 2.404 -0.041 -0.533
H 1.291 -1.497 -0.521
H -0.071 0.317 -2.837
H -2.214 -0.135 1.603
H -0.174 1.603 1.080
N 0.323 0.469 -0.705
N -1.757 0.034 -1.642
N -2.217 -0.259 -0.345
```

Its gap between HOMO and LUMO is 9.43 eV. As for the LUMO energy: 0.8 eV. The total charge is 0.

Atomic partial charges in e from the Löwdin method, atoms 1 to 8: C -0.137; C -0.115; C -0.183; C -0.098; C -0.247; H 0.111; H 0.128; H 0.114

---

Arrangement 3

The following is a quantum chemistry calculation of C5H7N3 in the gas phase, from OMol25.

The geometry in XYZ format:
```
15
Properties=species:S:1:pos:R:3
C 0.609 -1.221 0.744
C 0.987 -0.542 -0.564
C 1.246 0.910 -0.643
C -1.086 0.913 -0.298
C -2.387 0.078 -0.545
H 1.509 -1.527 1.493
H 0.299 -0.790 1.574
H -0.139 -1.960 0.652
H 1.421 -1.211 -1.362
H 1.343 1.330 0.243
H 1.991 1.064 -1.499
H -1.823 1.786 1.176
N -0.014 0.384 -1.094
N -1.101 1.907 0.641
N -2.855 -1.122 -0.519
```

Its gap between HOMO and LUMO is 9.45 eV. As for the LUMO energy: -0.5 eV. The total charge is 0.

Atomic partial charges in e from the Löwdin method, atoms 1 to 8: C -0.059; C -0.257; C -0.101; C -0.312; C -0.054; H 0.143; H 0.001; H 0.057

---

Stability check: which of them is most stable? arrangement 2.

---

Arrangement 1

The following is a quantum chemistry calculation of C5H7N3 as an isolated structure, from OMol25.

The geometry in XYZ format:
```
15
Properties=species:S:1:pos:R:3
C -0.143 -2.145 0.756
C -0.900 -1.043 1.625
C -0.426 -0.028 -1.178
C 0.716 0.573 -1.875
C 1.358 1.491 -1.033
H -0.373 -3.141 1.305
H -0.724 -2.185 -0.552
H 1.128 -1.763 0.831
H -1.064 -1.383 2.672
H -1.069 -0.763 -1.292
H 0.743 0.147 -2.921
H 2.358 1.991 -1.070
N -0.930 0.111 1.309
N -0.268 0.356 0.141
N 0.537 1.534 0.159
```

Its gap between HOMO and LUMO is 9.34 eV. As for the LUMO energy: 0.6 eV. The total charge is 0.

Atomic partial charges in e from the Löwdin method, atoms 1 to 8: C -0.094; C -0.246; C -0.083; C -0.099; C -0.123; H 0.054; H 0.161; H 0.170

---

Arrangement 2

The following is a quantum chemistry calculation of C5H7N3 in the gas phase, from OMol25.

The geometry in XYZ format:
```
15
Properties=species:S:1:pos:R:3
C -2.108 -0.993 1.983
C -0.750 -0.216 -0.081
C 1.481 0.785 -1.127
C 2.478 1.714 -1.231
C -0.303 -1.503 -0.619
H -3.116 -1.044 1.277
H -2.286 -0.433 3.034
H -1.657 -2.221 2.072
H -0.239 1.451 0.245
H 1.582 -0.159 -1.442
H 3.156 1.145 -2.005
H 2.533 2.935 -1.165
N -1.310 0.072 1.068
N 0.008 0.841 -0.760
N 0.530 -2.375 -1.249
```

Its gap between HOMO and LUMO is 8.44 eV. As for the LUMO energy: -0.7 eV. The total charge is 0.

Atomic partial charges in e from the Löwdin method, atoms 1 to 8: C -0.119; C -0.447; C -0.207; C -0.022; C -0.052; H 0.100; H 0.088; H 0.134

---

Stability check: which of them is most stable? arrangement 1.

---

Arrangement 1

The following is a quantum chemistry calculation of C5H6BrNO2S in the gas phase, from OMol25.

The geometry in XYZ format:
```
16
Properties=species:S:1:pos:R:3
C 0.758 -0.339 2.265
C 0.256 0.707 2.987
C 0.549 -0.738 0.906
C -0.275 1.958 2.830
C -0.961 0.375 -2.417
N -0.311 -0.292 0.077
O 0.890 -1.468 -1.852
O -1.464 -2.001 -1.384
S -0.412 -1.029 -1.426
Br -2.001 2.482 2.880
H 1.419 -1.001 2.808
H 0.627 0.742 4.024
H 1.203 -1.562 0.598
H -0.548 0.270 -3.411
H -2.042 0.359 -2.428
H -0.589 1.267 -1.936
```

Its gap between HOMO and LUMO (spin up / spin down) is 7.19 / 7.18 eV. As for the LUMO energy (spin up / spin down): -1.5 / -1.5 eV. The total charge is 0.

Atomic partial charges in e from the Löwdin method, atoms 1 to 8: C -0.095; C -0.263; C -0.213; C -0.492; C -0.127; N -0.065; O -0.325; O -0.312

---

Arrangement 2

The following is a quantum chemistry calculation of a 2-piece molecular cluster, C5H6BrNO2S overall, from OMol25.

The geometry in XYZ format:
```
16
Properties=species:S:1:pos:R:3
C -1.596 0.782 1.298
C -1.752 1.423 0.030
C -0.804 -0.344 1.088
C -1.165 0.593 -0.906
C 2.470 -0.117 -0.008
N -0.770 -0.494 -0.257
O 0.267 -1.489 -2.361
O 0.583 -2.770 -0.204
S 0.498 -1.536 -0.961
Br 2.094 1.646 -0.190
H -1.760 1.275 2.370
H -2.168 2.389 -0.213
H -0.317 -1.163 1.550
H -1.138 0.732 -1.972
H 3.445 -0.380 -0.265
H 2.112 -0.546 1.001
```

Its gap between HOMO and LUMO (spin up / spin down) is 7.19 / 7.09 eV. As for the LUMO energy (spin up / spin down): -1.6 / -1.7 eV. The total charge is 0.

Atomic partial charges in e from the Löwdin method, atoms 1 to 8: C -0.085; C -0.099; C -0.158; C -0.197; C -0.570; N -0.228; O -0.319; O -0.339

---

Stability check: which of them is most stable? arrangement 2.

---

Arrangement 1

The following is a quantum chemistry calculation of a 2-piece molecular cluster, C2H2F2O2 overall, from OMol25.

The geometry in XYZ format:
```
8
Properties=species:S:1:pos:R:3
C 0.974 -0.154 0.011
C -0.004 0.764 -0.370
O 0.936 -1.393 0.153
O -0.742 1.482 0.341
F 2.274 0.415 -0.070
F -1.517 -1.445 -0.016
H -0.560 -1.739 0.194
H -1.360 2.070 -0.243
```

Its gap between HOMO and LUMO is 9.29 eV. As for the LUMO energy: -0.8 eV. The total charge is 0.

The net atomic charges from Löwdin, expressed in e, are: C -0.388; C 0.012; O 0.076; O 0.140; F 0.049; F -0.170; H 0.078; H 0.202

---

Arrangement 2

The following is a quantum chemistry calculation of C2H2F2O2 in the gas phase, from OMol25.

The geometry in XYZ format:
```
8
Properties=species:S:1:pos:R:3
C 0.481 -0.507 -0.437
C -0.669 0.420 -0.154
H 0.367 -0.967 1.436
H -1.266 0.550 -1.102
O 0.962 -1.171 0.677
O 0.951 -0.548 -1.540
F -1.369 0.033 0.916
F -0.106 1.599 0.208
```

Its gap between HOMO and LUMO is 12.00 eV. As for the LUMO energy: 0.6 eV. The total charge is 0.

The net atomic charges from Löwdin, expressed in e, are: C -0.425; C -0.334; H 0.124; H 0.186; O 0.117; O 0.155; F 0.089; F 0.089

---

Stability check: which of them is most stable? arrangement 2.

---

Arrangement 1

The following is a quantum chemistry calculation of a 17-piece molecular cluster, H35O17 overall, from OMol25.

The geometry in XYZ format:
```
52
Properties=species:S:1:pos:R:3
O -4.457 1.808 0.574
H -0.703 -2.055 1.262
H -5.144 2.072 -0.051
O 0.061 -2.167 0.717
H 2.273 -0.217 2.232
H -0.149 -2.836 -1.866
O -4.036 0.503 -3.213
H -3.973 0.949 -4.113
H 1.994 4.637 -0.312
O 0.760 -2.803 3.040
H 0.891 -3.807 3.086
H -1.855 3.581 -1.778
O 1.113 4.468 0.122
H 3.656 1.268 -3.535
O 2.766 -1.963 1.267
H 2.787 -2.901 1.291
H -2.793 -1.228 2.069
O 2.112 1.472 -0.363
H 1.420 0.165 0.968
H 1.108 2.804 2.990
O 3.003 0.668 -2.989
H -4.732 0.834 0.754
H 2.694 1.022 -2.116
O 1.244 -0.055 1.859
H -1.554 -2.960 -2.685
H 0.840 -1.004 1.506
O -3.262 -1.414 1.344
H 3.068 0.495 4.053
H -2.409 -1.900 0.885
O 2.260 -1.501 -1.802
H -0.907 1.699 -2.827
H -2.644 -2.670 -0.694
O 0.721 1.922 2.607
H 1.798 -1.977 -1.184
H 0.352 2.086 1.660
O -0.118 1.417 -2.309
H -0.753 0.757 -1.907
H 1.220 1.456 -0.852
O -3.009 -3.399 -0.158
H 2.125 2.405 -0.087
H 3.384 -1.556 0.615
O -2.363 2.805 -2.092
H -3.287 0.128 -2.814
H 0.312 -1.406 0.215
O -1.000 -2.400 -2.148
H -3.991 -3.564 -0.414
H 1.149 -2.567 3.829
O 3.182 0.565 3.109
H 4.042 0.123 2.899
H 1.470 4.657 1.079
H 2.159 -0.732 -2.344
H -2.828 2.314 -1.380
```

Its gap between HOMO and LUMO is 10.21 eV. As for the LUMO energy: -3.1 eV. The total charge is +1.

Atomic partial charges in e from the Löwdin method, atoms 1 to 8: O -0.099; H 0.039; H 0.034; O 0.002; H 0.122; H 0.063; O -0.058; H 0.095

---

Arrangement 2

The following is a quantum chemistry calculation of a 17-piece molecular cluster, H35O17 overall, from OMol25.

The geometry in XYZ format:
```
52
Properties=species:S:1:pos:R:3
O -1.354 1.576 -4.026
H 3.040 -2.185 -2.507
H 2.607 -1.360 -1.314
O 2.897 -2.227 -1.573
H 1.699 2.304 1.827
H 0.315 1.028 -3.571
O -2.093 4.578 0.021
H 1.550 1.057 -2.917
H -3.010 4.394 -0.203
O 4.083 2.549 -0.485
H 4.629 2.255 0.247
H -3.106 3.445 3.333
O -2.565 0.740 1.628
H 0.542 -2.426 -1.044
O -2.919 -1.478 3.686
H -3.707 -0.972 3.921
H 0.681 -0.739 3.522
O 1.343 0.191 -0.618
H 4.354 0.226 -3.321
H 0.399 0.828 -2.109
O -3.543 3.473 2.479
H -1.718 1.426 -3.138
H -3.161 -4.088 1.742
O 2.212 1.563 2.167
H -0.794 -0.651 -1.019
H 2.638 1.935 2.947
O 0.468 0.064 3.032
H 1.851 0.728 0.007
H 1.384 0.313 2.836
O -0.265 -2.921 -1.204
H 1.003 -4.422 0.384
H -2.069 0.751 0.823
O -1.084 -1.357 1.067
H -2.096 5.437 0.413
H -1.082 -0.748 1.826
O 1.190 -4.845 -0.446
H -2.176 1.156 -4.349
H 2.055 -4.546 -0.747
O -2.274 -4.205 1.403
H 0.602 0.120 0.017
H -3.251 -1.946 2.912
O -1.033 0.005 -1.702
H -2.654 1.551 2.132
H -1.390 -0.672 -2.304
O 0.705 1.591 -2.829
H -2.239 -4.706 0.588
H 3.959 1.747 -0.978
O 3.748 0.501 -2.629
H 3.851 1.431 -2.430
H -2.928 3.534 1.742
H -0.173 -3.799 -0.770
H -1.121 -2.203 1.535
```

Its gap between HOMO and LUMO is 9.93 eV. As for the LUMO energy: -3.1 eV. The total charge is +1.

Atomic partial charges in e from the Löwdin method, atoms 1 to 8: O -0.043; H 0.034; H -0.024; O -0.022; H 0.080; H 0.139; O -0.039; H 0.129

---

Stability check: which of them is most stable? arrangement 2.

---

Arrangement 1

The following is a quantum chemistry calculation of a 15-piece molecular cluster, H30O15 overall, from OMol25.

The geometry in XYZ format:
```
45
Properties=species:S:1:pos:R:3
O 2.797 -6.139 -8.889
H 3.675 -6.413 -9.130
H 2.262 -6.966 -8.844
O -0.505 -9.336 -8.548
H -0.390 -9.943 -7.808
H 0.418 -9.104 -8.780
O -0.050 -6.388 -8.141
H -0.312 -7.118 -8.674
H -0.001 -5.657 -8.786
O 2.297 -3.612 -7.552
H 2.935 -2.927 -7.719
H 2.814 -4.366 -7.788
O 3.050 -7.687 -11.619
H 2.880 -6.853 -12.032
H 4.008 -7.607 -11.524
O 4.744 -8.070 -8.757
H 4.649 -8.783 -8.086
H 5.173 -8.517 -9.487
O 5.656 -7.264 -11.529
H 6.091 -6.762 -10.840
H 6.224 -7.882 -12.001
O 1.213 -5.383 -5.542
H 1.670 -4.641 -5.167
H 1.358 -5.344 -6.513
O 3.630 -4.337 -10.696
H 3.159 -4.922 -10.052
H 3.133 -3.560 -10.795
O 2.041 -8.499 -6.851
H 1.556 -8.646 -5.999
H 2.605 -7.844 -6.532
O 0.360 -4.066 -9.617
H 0.993 -3.798 -8.950
H -0.179 -3.270 -9.848
O 5.089 -4.512 -7.810
H 5.663 -4.936 -8.498
H 5.611 -4.162 -7.122
O 1.947 -9.097 -9.550
H 2.311 -8.975 -8.640
H 2.392 -8.405 -10.037
O 6.641 -5.934 -9.428
H 7.555 -5.922 -9.645
H 6.506 -6.470 -8.643
O 4.057 -6.569 -6.174
H 4.626 -7.320 -5.976
H 4.330 -6.121 -7.013
```

Its gap between HOMO and LUMO is 9.27 eV. As for the LUMO energy: -0.7 eV. The total charge is 0.

Atomic partial charges in e from the Löwdin method, atoms 1 to 8: O -0.063; H 0.003; H 0.051; O -0.079; H 0.033; H -0.028; O -0.043; H -0.003

---

Arrangement 2

The following is a quantum chemistry calculation of a 15-piece molecular cluster, H30O15 overall, from OMol25.

The geometry in XYZ format:
```
45
Properties=species:S:1:pos:R:3
O 6.086 28.717 -6.845
H 6.772 29.237 -7.252
H 6.148 27.986 -7.505
O 0.316 26.331 -9.526
H 0.967 25.932 -10.111
H 0.425 27.262 -9.405
O 6.552 28.888 -10.901
H 5.611 28.948 -10.752
H 6.974 29.732 -10.653
O 3.502 28.457 -12.796
H 3.392 27.519 -12.735
H 2.595 28.670 -13.061
O 2.179 26.389 -11.578
H 2.150 25.933 -12.425
H 1.361 26.930 -11.770
O 6.528 26.792 -8.558
H 6.682 26.898 -9.511
H 6.321 25.842 -8.383
O 3.855 29.035 -9.974
H 3.682 29.940 -9.737
H 3.418 29.009 -10.808
O 2.833 27.823 -7.181
H 3.685 27.858 -6.764
H 3.078 27.258 -7.898
O 0.632 23.737 -10.655
H 1.555 24.029 -10.691
H 0.226 24.199 -11.382
O 0.884 28.860 -9.174
H 1.698 28.980 -8.701
H 1.057 29.129 -10.096
O 3.379 23.825 -10.570
H 3.084 23.407 -11.372
H 4.043 23.300 -10.150
O 3.223 24.489 -7.404
H 3.029 23.631 -7.771
H 3.066 25.056 -8.153
O 5.195 25.884 -6.101
H 4.431 25.746 -6.652
H 5.753 25.253 -6.544
O 6.044 25.241 -10.699
H 5.288 25.339 -10.119
H 6.136 24.306 -10.790
O 3.652 26.393 -9.204
H 3.254 26.212 -10.049
H 3.918 27.302 -9.303
```

Its gap between HOMO and LUMO is 8.86 eV. As for the LUMO energy: -1.2 eV. The total charge is 0.

Atomic partial charges in e from the Löwdin method, atoms 1 to 8: O -0.086; H 0.012; H -0.032; O -0.051; H -0.037; H -0.046; O -0.052; H -0.024

---

Arrangement 3

The following is a quantum chemistry calculation of a 15-piece molecular cluster, H30O15 overall, from OMol25.

The geometry in XYZ format:
```
45
Properties=species:S:1:pos:R:3
O 0.583 -0.926 -0.047
H 0.042 -1.488 -0.756
H -0.154 -0.473 0.326
O -1.590 4.155 0.134
H -2.073 4.557 0.894
H -1.369 3.282 0.436
O 0.337 -2.082 3.270
H -0.622 -2.131 3.523
H 0.645 -2.649 4.049
O 3.345 0.196 2.663
H 4.224 0.695 2.719
H 3.002 0.342 1.781
O -1.432 0.901 2.886
H -0.631 0.416 2.653
H -1.949 0.693 2.054
O -0.787 -2.730 -1.193
H -0.821 -3.409 -1.894
H -1.448 -3.116 -0.585
O 0.548 0.567 -4.337
H -0.363 0.726 -3.928
H 1.112 0.818 -3.639
O -1.840 1.022 -2.212
H -2.552 1.687 -2.021
H -2.154 0.260 -1.711
O 1.098 -4.101 -0.261
H 0.749 -4.263 0.628
H 1.257 -3.220 -0.479
O 0.941 3.118 0.521
H 1.233 3.985 0.534
H 1.585 2.503 0.882
O -1.034 1.248 0.435
H -0.865 1.804 1.231
H -0.310 1.389 -0.261
O 2.999 2.937 -1.584
H 2.053 2.676 -1.566
H 3.191 2.195 -2.312
O 2.438 0.000 -2.418
H 2.647 0.918 -2.302
H 1.972 -0.418 -1.732
O -3.061 -0.157 -0.369
H -3.858 -0.844 -0.323
H -2.829 0.136 0.502
O -1.717 -3.626 1.158
H -1.463 -4.552 0.914
H -1.076 -3.042 1.732
```

Its gap between HOMO and LUMO is 9.77 eV. As for the LUMO energy: -0.4 eV. The total charge is 0.

Atomic partial charges in e from the Löwdin method, atoms 1 to 8: O -0.103; H 0.046; H -0.037; O -0.058; H 0.065; H -0.038; O -0.090; H 0.050

---

Stability check: which of them is most stable? arrangement 1.